No. 1
12
Properties=species:S:1:pos:R:3:forces:R:3 method="wB97M-V/def2-TZVPD" homo_lumo_gap_ha=0.38703 charge=+1
H -1.00883 -2.14938 -0.35007 0.74 0.55 0.59
C -2.41876 -0.83188 0.24493 -0.20 1.02 -0.07
C -1.01802 -1.32165 0.41300 -0.50 -1.12 -0.52
O -0.17246 -0.23834 0.14083 -0.24 0.37 -0.23
C 1.18462 -0.41227 0.01938 0.21 -0.29 0.54
O 1.67582 -1.53598 0.19921 0.21 -0.08 -0.19
O 1.80474 0.64198 -0.21762 0.24 0.25 -0.27
O -2.65692 0.35000 0.05159 -0.42 -0.97 0.12
Li 3.40781 -0.55743 -0.16790 -0.57 0.01 0.08
H -3.21937 -1.59257 0.20120 0.12 0.19 0.25
H -0.84888 -1.75524 1.41041 -0.04 0.01 -0.30
Na -1.15848 1.88669 -0.28581 0.45 0.06 0.00

***

No. 2
12
Properties=species:S:1:pos:R:3:forces:R:3 method="wB97M-V/def2-TZVPD" homo_lumo_gap_ha="0.17110 / 0.24555" de_lowest_kcal_mol=7.4 charge=0 s_squared=2.006 multiplicity=3
C 0.48513 -0.18449 -1.48184 2.30 -1.30 1.78
O 1.37318 -0.99168 -1.67540 -1.10 0.26 0.15
O -0.00422 0.66499 -2.30613 -5.87 -2.64 7.70
C -0.02570 0.07541 -0.03215 -0.10 -0.39 -0.79
O -0.78840 0.99943 0.20341 -0.44 0.43 0.13
O 0.39157 -0.78831 0.83867 0.16 -0.25 -0.02
C -0.13464 -0.71725 2.17179 -0.11 0.21 0.30
H -1.22384 -0.83822 2.14537 0.27 0.05 0.03
H 0.33322 -1.53940 2.71716 -0.11 0.21 -0.16
H 0.12622 0.24698 2.62323 -0.10 -0.25 -0.08
Pt 0.79856 1.22335 -3.74308 4.58 3.94 -8.92
Li -1.33109 1.84919 -1.46103 0.53 -0.27 -0.12

***

No. 3
9
Properties=species:S:1:pos:R:3:forces:R:3 method="wB97M-V/def2-TZVPD" homo_lumo_gap_ha="0.24674 / 0.29730" charge=+2 s_squared=3.752 multiplicity=4
C -1.26661 0.52686 0.29604 -1.93 -1.82 3.37
O -1.54267 -0.28141 1.26009 1.27 2.38 -3.44
Li -0.56103 -1.73631 0.63551 -0.34 -0.33 0.35
H -2.05285 1.21498 -0.06378 0.30 -0.10 0.34
Tm 3.24234 -0.25264 -1.24925 -1.04 0.08 0.59
C 0.00288 0.49102 -0.42693 2.15 -2.29 -0.35
C 1.12845 -0.24847 -0.02633 -0.52 1.78 -1.08
H -0.09733 0.85978 -1.45533 0.28 0.19 0.39
H 1.14682 -0.57382 1.02997 -0.17 0.11 -0.17

***

No. 4
7
Properties=species:S:1:pos:R:3:forces:R:3 method="wB97M-V/def2-TZVPD" homo_lumo_gap_ha="0.31184 / 0.31200" de_lowest_kcal_mol=135.8 charge=0
C 1.13774 -0.51416 0.01518 1.87 -1.27 -0.18
C 0.06449 0.43855 0.07349 1.95 -1.65 -0.23
C -1.22923 0.56807 -0.05083 -0.79 0.23 0.60
N 1.58448 0.65794 0.21003 -1.60 -0.71 -0.35
H 2.08125 -2.14691 -0.23884 -2.05 3.38 0.58
H -1.93096 1.39786 0.04271 0.83 0.15 -0.07
H -1.70776 -0.40135 -0.05174 -0.21 -0.13 -0.34

***

No. 5
9
Properties=species:S:1:pos:R:3:forces:R:3 method="wB97M-V/def2-TZVPD" homo_lumo_gap_ha=0.37509 de_lowest_kcal_mol=48.1 charge=+1
C 1.87081 -1.12655 -0.01400 0.09 -0.18 -0.01
C 0.33130 1.25455 -0.01507 -1.13 -0.48 1.10
C -1.24874 -0.47004 -0.27088 -2.27 1.03 2.86
N 1.24900 1.91750 -0.14834 0.61 0.44 -0.33
N -0.82060 0.57005 0.33715 0.01 -0.18 -1.53
O 2.97951 -1.26410 0.03514 0.03 -0.03 0.01
H -2.22877 -0.87459 -0.01380 0.18 0.23 -0.01
H -0.63126 -0.96675 -0.85770 2.68 -2.11 -3.15
H -1.50125 0.95994 0.94750 -0.20 1.26 1.07

***

No. 6
10
Properties=species:S:1:pos:R:3:forces:R:3 method="wB97M-V/def2-TZVPD" homo_lumo_gap_ha=0.30500 de_lowest_kcal_mol=18.4 charge=-1
H -2.36290 0.06916 -1.08571 -0.04 0.62 -0.79
N -2.62112 -0.02893 -0.11865 -0.54 -0.31 0.08
C -1.54877 -0.11451 0.54768 0.04 -0.74 -0.28
C -0.22487 0.00129 0.02497 5.04 0.88 1.56
N 0.92528 -0.02727 0.67730 -3.25 -0.94 0.20
C 2.19762 0.05567 -0.04741 0.17 1.45 -0.42
O 2.71766 1.19820 -0.07286 -0.59 -0.80 0.19
O 2.57532 -1.02017 -0.51055 0.03 -0.45 -0.01
H -1.60966 -0.47987 1.52536 -0.15 0.04 1.93
H -0.04856 0.34643 -0.94013 -0.70 0.25 -2.48

***

No. 7
11
Properties=species:S:1:pos:R:3:forces:R:3 method="wB97M-V/def2-TZVPD" homo_lumo_gap_ha="0.17888 / 0.19439" de_lowest_kcal_mol=48.8 charge=-1 s_squared=2.011 multiplicity=3
C -0.32818 0.84448 1.63430 0.52 0.21 0.86
C 0.76952 0.37988 0.88205 -2.62 0.36 -0.37
C -1.45526 1.08077 0.74360 1.27 0.30 1.16
N 0.36061 0.11782 -0.39889 0.03 1.11 -0.32
N -0.95100 0.60854 -0.41453 -0.45 -0.21 -0.80
O 1.53192 -2.19788 -1.30954 -0.46 0.47 0.32
O -0.48633 -1.19235 -2.39218 0.25 -0.44 0.48
S 0.18476 -1.61501 -1.13667 0.08 -1.13 -1.26
H -0.12649 1.08667 2.71362 -1.04 -0.21 -1.17
H 1.72883 0.13353 1.03825 3.18 -0.62 1.31
H -1.22837 0.75356 -1.36001 -0.75 0.16 -0.21

***

No. 8
12
Properties=species:S:1:pos:R:3:forces:R:3 method="wB97M-V/def2-TZVPD" homo_lumo_gap_ha="0.27108 / 0.21503" de_lowest_kcal_mol=59.2 charge=+1 smiles="O=C=CO/N=C/[N+](=O)O"
O -2.60774 0.79076 1.71106 0.33 -0.55 -0.91
C -2.01095 0.39352 0.80948 1.09 0.91 0.09
C -1.29983 -0.12701 -0.21639 -4.96 -3.84 -0.21
O -0.22538 0.04788 -0.94993 2.33 1.60 1.59
N 0.83180 0.73523 -0.53946 2.43 2.43 -0.84
C 0.79278 1.65069 0.43796 -3.39 -2.97 -0.37
N 1.67030 2.58746 0.91922 1.88 1.14 1.01
O 1.42539 3.15837 1.94356 -0.57 -0.36 0.42
O 2.76207 3.01243 0.27430 -4.61 -2.48 -5.51
H -1.90077 -1.08391 -0.66252 1.37 2.43 1.17
H -0.07605 1.59328 1.11908 0.65 0.66 -0.20
H 3.50853 3.21390 0.72563 3.44 1.03 3.76